# 1
The molecule C10H16Si, computed with ωB97M-V with the def2-TZVPD basis set.

The HOMO-LUMO gap is 9.789 eV. Its strongest force on any atom is 4.06 eV/Å. The calculated total energy comes out at -680.07209 hartree. As for the SMILES: C[C@H](c1ccccc1)[SiH](C)C.

ORCA input file:
```
! RIJCOSX wB97M-V def2-TZVPD def2/J DEFGRID3
* xyz 0 1
C -3.497 -2.136 -0.404
C -2.506 -3.023 0.062
C -3.216 -0.814 -0.761
C -1.210 -2.587 0.321
C -1.954 -0.291 -0.466
C -0.946 -1.212 -0.058
C 1.510 -1.022 -0.710
C 0.405 2.363 -0.913
C 2.342 1.384 1.540
C 0.488 -0.723 0.360
Si 0.573 1.292 0.760
H -4.485 -2.470 -0.594
H -3.009 -3.953 0.533
H -3.969 -0.135 -1.104
H -0.428 -3.291 0.724
H -1.776 0.712 -0.628
H 1.162 -0.838 -1.710
H 2.451 -0.356 -0.472
H 1.951 -1.961 -0.447
H -0.158 1.772 -1.625
H -0.332 3.151 -0.757
H 1.140 2.840 -1.516
H 2.345 0.589 2.345
H 3.241 1.343 0.966
H 2.512 2.269 2.201
H 0.910 -1.240 1.300
H -0.497 1.941 1.614
*
```


# 2
A structure of composition C10H17Al2BBr4Cl2CsF8NO4, computed with ωB97M-V with the def2-TZVPD basis set.

The HOMO-LUMO gap is 1.036 eV. Its strongest force on any atom is 10.15 eV/Å. The calculated total energy comes out at -13291.63027 hartree.

ORCA input file:
```
! RIJCOSX wB97M-V def2-TZVPD def2/J DEFGRID3
* xyz 0 1
C -1.758 0.730 0.118
C -1.257 1.683 -1.130
O -0.111 1.153 -1.885
C -0.405 -0.142 -2.518
C 0.635 -1.296 -1.916
O 1.882 -0.731 -1.377
C 1.852 -0.672 0.112
C 1.835 -2.105 0.970
C 1.754 -2.102 2.610
C 1.725 -0.608 3.344
Cl 1.626 -0.578 5.200
C 1.758 0.755 2.381
N 1.811 0.684 0.843
H -0.896 0.174 0.682
H -2.509 -0.070 -0.331
H -2.415 1.399 0.850
H -2.175 2.010 -1.809
H -0.878 2.697 -0.627
H -0.233 -0.145 -3.699
H -1.491 -0.544 -2.349
H 0.004 -1.922 -1.145
H 0.958 -2.073 -2.763
H 1.843 -3.088 0.298
H 1.716 -3.123 3.180
H 1.745 1.794 2.961
H 1.814 1.614 0.334
C -3.643 -1.731 2.790
Br -4.699 -0.256 2.089
Br -1.767 -1.254 2.979
Br -4.384 -2.427 4.449
H -3.695 -2.540 2.054
F -2.723 1.142 -4.461
Al -1.907 1.813 -5.920
F -1.269 3.456 -5.548
F -3.091 1.921 -7.273
F -0.547 0.734 -6.396
O -3.288 2.028 4.300
H -3.493 1.959 5.244
H -3.191 1.107 4.013
Cs 2.333 -3.049 -2.840
B 4.867 1.792 -1.110
F 3.660 2.534 -0.786
F 5.488 1.317 0.115
F 4.526 0.657 -1.952
F 5.794 2.660 -1.818
Al -4.595 -1.348 -0.488
Br 1.269 1.275 -7.318
O 4.330 -2.236 5.857
H 3.559 -1.699 5.873
Cl -2.362 -3.349 3.815
*
```


# 3
A structure of composition C10H17AsCl2F5MnNOS4SeSiTe, computed with ωB97M-V with the def2-TZVPD basis set.

The HOMO-LUMO gap (alpha / beta) is 5.919 / 5.917 eV. Its strongest force on any atom is 4.33 eV/Å. The calculated total energy comes out at -9879.50456 hartree.

ORCA input file:
```
! RIJCOSX wB97M-V def2-TZVPD def2/J DEFGRID3
* xyz -2 2
Mn 0.624 -0.645 0.067
S -3.881 0.425 -5.733
As -2.577 1.305 -4.325
S -2.036 1.071 -0.834
S -2.888 -0.011 -2.309
S -0.550 1.191 -4.891
Cl 2.492 1.716 4.233
C 1.618 0.417 3.424
Cl 1.258 0.863 1.752
H 0.665 0.275 3.925
H 2.246 -0.466 3.422
F -1.772 4.340 0.717
Te -1.183 2.682 1.590
F -1.245 1.273 3.124
F -3.146 2.428 1.708
F 0.532 3.736 1.916
F -1.561 3.700 3.151
O -0.627 0.413 -0.528
C -1.376 -3.120 -0.205
Si -0.493 -3.011 1.477
C -0.374 -4.729 2.291
C -1.471 -1.937 2.683
C 1.227 -2.332 1.076
H -2.456 -3.242 -0.108
H -0.991 -3.942 -0.812
H -1.214 -2.196 -0.774
H -1.358 -5.188 2.418
H 0.075 -4.635 3.282
H 0.241 -5.412 1.703
H -2.475 -2.341 2.832
H -1.587 -0.909 2.332
H -0.981 -1.891 3.658
H 1.746 -3.087 0.477
H 1.822 -2.205 1.987
Se 2.619 -0.624 -1.270
C 2.445 -2.334 -2.107
C 3.490 -3.253 -2.104
C 3.286 -4.494 -2.680
N 2.152 -4.861 -3.274
C 1.168 -3.963 -3.301
C 1.255 -2.704 -2.729
H 4.434 -2.997 -1.641
H 4.075 -5.241 -2.681
H 0.264 -4.272 -3.814
H 0.425 -2.008 -2.776
*
```


# 4
A structure of composition C10H17BBr12O4S, computed with ωB97M-V with the def2-TZVPD basis set.

The HOMO-LUMO gap is 10.061 eV. Its strongest force on any atom is 5.10 eV/Å. The calculated total energy comes out at -32003.37253 hartree.

ORCA input file:
```
! RIJCOSX wB97M-V def2-TZVPD def2/J DEFGRID3
* xyz 0 1
C 0.058 0.371 3.702
C -1.106 0.650 2.684
B -1.137 -0.301 1.398
O -2.147 -0.049 0.431
C -0.167 -1.536 1.095
C -0.881 -2.929 0.996
C 0.235 -4.021 1.185
O 1.135 -4.100 0.070
S 1.924 -2.685 -0.198
O 2.717 -2.762 -1.440
O 2.829 -2.309 0.923
C 0.637 -1.362 -0.253
H 0.926 0.972 3.389
H 0.303 -0.693 3.828
H -0.249 0.753 4.695
H -1.074 1.711 2.355
H -2.055 0.525 3.251
H -2.406 0.859 0.593
H 0.599 -1.635 1.890
H -1.601 -3.044 1.828
H -1.409 -3.070 0.035
H 0.745 -3.811 2.143
H -0.274 -4.998 1.241
H -0.008 -1.612 -1.115
H 1.082 -0.362 -0.346
C 2.960 -1.047 -4.885
Br 1.621 0.180 -4.217
Br 2.384 -1.908 -6.519
Br 4.678 -0.185 -5.091
H 3.078 -1.823 -4.137
C 2.453 0.946 6.938
Br 2.007 -0.916 6.656
Br 3.294 1.728 5.382
Br 0.916 1.970 7.516
H 3.178 0.980 7.741
C -1.471 1.704 -6.176
Br -1.055 3.390 -5.321
Br -3.154 0.984 -5.552
Br -1.420 1.849 -8.103
H -0.698 1.002 -5.889
C -3.387 5.285 -2.609
Br -3.385 7.215 -2.482
Br -3.262 4.453 -0.865
Br -4.911 4.633 -3.604
H -2.501 5.000 -3.162
*
```


# 5
A cluster of 2 separate species, C10H17BN2OS in total, computed with ωB97M-V with the def2-TZVPD basis set.

The HOMO-LUMO gap (alpha / beta) is 7.377 / 7.221 eV. Its strongest force on any atom is 3.77 eV/Å. The calculated total energy comes out at -998.90167 hartree.

ORCA input file:
```
! RIJCOSX wB97M-V def2-TZVPD def2/J DEFGRID3
* xyz 0 1
B 0.709 0.087 0.522
C -1.327 -1.023 4.034
C -1.101 -0.472 2.793
C -3.409 -0.967 3.443
C 0.799 0.656 -1.734
C 2.136 0.172 -1.117
C -4.861 -1.205 3.583
C 0.650 2.175 -1.662
C 0.396 0.176 -3.077
C 2.471 -1.326 -1.484
C 3.207 1.259 -1.450
N -2.588 -1.247 4.410
N -0.099 0.119 -0.588
O 2.045 0.198 0.306
S -2.631 -0.311 2.072
H -0.463 -1.270 4.693
H -5.305 -0.822 4.437
H -5.305 -0.617 2.855
H -5.071 -2.323 3.446
H 1.056 2.455 -2.563
H 1.044 2.633 -0.774
H -0.372 2.455 -1.640
H -0.642 -0.266 -3.056
H 0.978 -0.615 -3.406
H 0.545 0.977 -3.825
H 1.639 -1.799 -1.953
H 2.783 -1.939 -0.608
H 3.431 -1.423 -2.179
H 4.007 1.251 -0.726
H 2.776 2.270 -1.447
H 3.458 1.072 -2.502
H -0.958 -0.330 -0.806
*
```


# 6
The molecule C10H17Br3O2, computed with ωB97M-V with the def2-TZVPD basis set.

The HOMO-LUMO gap is 9.424 eV. Its strongest force on any atom is 1.39 eV/Å. The calculated total energy comes out at -8263.70074 hartree. As for the SMILES: CC[C@@H](Br)[C@@H](COC)OC/C(Br)=C(\C)Br.

ORCA input file:
```
! RIJCOSX wB97M-V def2-TZVPD def2/J DEFGRID3
* xyz 0 1
C 0.560 -2.593 1.917
C -0.348 -1.385 1.661
C -0.703 -1.231 0.171
Br -2.119 -2.520 -0.251
C -1.104 0.200 -0.187
C -2.346 0.733 0.518
O -3.281 1.329 -0.348
C -4.110 0.431 -1.040
O -0.054 1.096 0.159
C 1.176 0.815 -0.461
C 2.046 2.029 -0.512
Br 1.259 3.684 -0.071
C 3.336 1.936 -0.888
C 3.960 0.628 -1.264
Br 4.488 3.424 -0.998
H 1.179 -2.394 2.784
H 1.190 -2.809 1.061
H -0.027 -3.485 2.106
H 0.164 -0.476 1.962
H -1.277 -1.505 2.202
H 0.124 -1.580 -0.430
H -1.260 0.291 -1.265
H -2.821 -0.027 1.140
H -2.024 1.528 1.180
H -4.926 0.980 -1.492
H -3.562 -0.087 -1.828
H -4.535 -0.323 -0.380
H 1.013 0.432 -1.474
H 1.699 0.025 0.082
H 3.353 0.137 -2.019
H 3.979 -0.041 -0.407
H 4.968 0.758 -1.628
*
```


# 7
A structure of composition C10H17CaNO2, computed with ωB97M-V with the def2-TZVPD basis set.

The HOMO-LUMO gap (alpha / beta) is 3.737 / 3.737 eV. Its strongest force on any atom is 1.86 eV/Å. The calculated total energy comes out at -1273.98631 hartree.

ORCA input file:
```
! RIJCOSX wB97M-V def2-TZVPD def2/J DEFGRID3
* xyz 0 1
C 0.968 1.124 0.454
C -0.775 0.220 -1.948
C 1.939 0.214 -0.149
H 1.471 1.738 1.255
C -0.162 -0.956 -2.133
H -1.873 0.261 -2.009
H 2.545 -0.386 0.543
H -0.750 -1.884 -2.236
C 2.212 -0.062 -1.546
H 3.242 -0.465 -1.605
H 2.231 0.810 -2.207
C 0.220 2.126 -0.497
H 0.786 3.066 -0.619
H -0.722 2.419 -0.010
C -0.130 1.579 -1.880
H 0.737 1.656 -2.554
H -0.860 2.305 -2.277
C 1.318 -1.144 -2.238
H 1.585 -1.150 -3.311
H 1.571 -2.138 -1.837
Ca 0.820 -0.440 2.750
H 0.113 0.511 1.012
N -1.018 -1.529 1.699
C -2.094 -1.417 2.738
C -2.097 -0.008 3.333
O -3.133 0.606 3.468
O -0.877 0.434 3.625
H -1.407 -1.182 0.809
H -0.895 -2.525 1.508
H -3.078 -1.647 2.312
H -1.888 -2.138 3.551
*
```


# 8
The molecule C10H17ISi, computed with ωB97M-V with the def2-TZVPD basis set.

The HOMO-LUMO gap is 7.420 eV. Its strongest force on any atom is 5.07 eV/Å. The calculated total energy comes out at -978.25720 hartree. As for the SMILES: C=C/[Si](=C/CI)C1CCCCC1.

ORCA input file:
```
! RIJCOSX wB97M-V def2-TZVPD def2/J DEFGRID3
* xyz 0 1
C -1.682 -1.648 2.394
C -3.502 2.413 -0.463
C -2.056 -0.415 1.707
C -2.201 2.146 -0.368
C 2.843 -0.784 -0.797
C 2.516 0.686 -1.053
C 1.748 -1.676 -1.401
C 1.267 1.158 -0.305
C 0.629 -1.414 -0.434
C 0.146 0.069 -0.514
Si -1.449 0.566 0.368
I -0.802 -1.363 4.586
H -2.555 -2.193 2.760
H -0.856 -2.059 1.916
H -3.903 3.460 -0.591
H -4.381 1.801 -0.496
H -3.147 -0.107 2.062
H -1.628 3.128 -0.250
H 3.895 -1.180 -1.181
H 2.959 -0.896 0.279
H 3.276 1.315 -0.808
H 2.465 0.831 -2.041
H 1.441 -1.343 -2.328
H 2.167 -2.714 -1.299
H 1.383 1.321 0.671
H 1.034 2.122 -0.692
H -0.285 -1.851 -0.617
H 0.947 -1.499 0.545
H -0.268 0.125 -1.649
*
```


# 9
The molecule C10H17N3O5, computed with ωB97M-V with the def2-TZVPD basis set.

The HOMO-LUMO gap is 9.832 eV. Its strongest force on any atom is 5.86 eV/Å. The calculated total energy comes out at -931.74011 hartree. As for the SMILES: CNC(=O)[C@@H](CCC(=O)O)NC(=O)CNC(C)=O.

ORCA input file:
```
! RIJCOSX wB97M-V def2-TZVPD def2/J DEFGRID3
* xyz 0 1
O -2.768 -1.324 2.061
O 1.670 -1.669 0.463
O 0.947 -2.138 -4.490
O 0.596 2.721 -0.184
O 0.158 -2.943 -2.615
C -1.922 -1.735 2.797
C 0.432 -1.700 0.342
C 0.324 -1.931 -3.537
C 0.938 1.599 -0.046
N 1.943 1.124 0.694
N -0.833 -2.458 2.396
N -0.304 -0.699 -0.154
C -2.070 -1.629 4.228
C 3.058 1.963 1.237
C -0.364 -2.832 1.009
C -0.241 -0.585 -3.056
C 0.646 0.216 -2.055
C 0.005 0.540 -0.760
H 0.744 -3.671 -2.913
H 2.055 0.105 0.577
H -0.174 -2.660 3.134
H -1.360 -1.011 -0.033
H -1.536 -0.644 4.388
H -1.670 -2.377 4.805
H -3.110 -1.646 4.351
H 3.735 1.361 1.855
H 3.643 2.278 0.374
H 2.524 2.840 1.743
H -1.338 -3.055 0.487
H 0.173 -3.777 0.962
H -1.235 -0.876 -2.698
H -0.420 -0.002 -3.951
H 1.568 -0.379 -1.891
H 0.890 1.123 -2.562
H -0.986 1.118 -1.020
*
```


# 10
A cluster of 3 separate species, C10H17N3O5S in total, computed with ωB97M-V with the def2-TZVPD basis set.

The HOMO-LUMO gap is 9.118 eV. Its strongest force on any atom is 2.11 eV/Å. The calculated total energy comes out at -1329.91974 hartree. As for the SMILES: NC1=C(S)C(=O)OC1=O.CNC(C)=O.CNC(C)=O.

ORCA input file:
```
! RIJCOSX wB97M-V def2-TZVPD def2/J DEFGRID3
* xyz 0 1
N 0.134 -4.296 1.850
C -1.121 -3.710 1.733
C -1.490 -2.557 1.150
S -0.378 -1.333 0.569
C -2.963 -2.638 1.004
O -3.586 -2.263 0.057
O -3.457 -3.639 1.837
C -2.344 -4.195 2.447
O -2.365 -4.607 3.560
H 0.151 -5.092 1.219
H 0.823 -3.644 1.478
H -0.113 -0.781 1.760
C 1.259 -0.195 -3.979
C 0.685 0.383 -2.707
O 1.355 0.516 -1.695
N -0.621 0.749 -2.719
C -1.570 0.663 -3.814
H 2.302 -0.438 -3.808
H 0.727 -1.103 -4.262
H 1.195 0.527 -4.793
H -0.945 1.115 -1.838
H -1.956 1.655 -4.053
H -2.408 0.025 -3.530
H -1.102 0.249 -4.699
C 2.366 2.194 0.892
C 1.447 1.788 2.014
O 1.246 0.613 2.295
N 0.837 2.772 2.720
C 0.950 4.207 2.537
H 2.766 1.301 0.427
H 1.822 2.758 0.136
H 3.189 2.800 1.275
H 0.239 2.432 3.455
H 1.335 4.670 3.447
H -0.030 4.634 2.319
H 1.621 4.438 1.718
*
```


# 11
A cluster of 2 separate species, C10H17NO5 in total, computed with ωB97M-V with the def2-TZVPD basis set.

The HOMO-LUMO gap is 9.441 eV. Its strongest force on any atom is 9.89 eV/Å. The calculated total energy comes out at -821.93415 hartree. As for the SMILES: C#CCCCOC(N)=O.CCOC(=O)OC.

ORCA input file:
```
! RIJCOSX wB97M-V def2-TZVPD def2/J DEFGRID3
* xyz 0 1
C 2.663 -1.780 4.186
C 2.766 -0.736 3.217
C 2.368 0.423 2.080
C 1.778 1.804 2.736
C 0.311 1.667 3.452
O -0.268 0.315 3.441
C -1.218 0.121 2.332
N -2.499 0.925 2.349
O -0.892 -0.803 1.403
H 2.421 -2.762 4.820
H 1.692 -0.010 1.219
H 3.403 0.705 1.566
H 1.659 2.575 1.837
H 2.543 2.217 3.523
H -0.449 2.461 2.988
H 0.458 2.015 4.584
H -2.810 1.222 1.399
H -3.214 0.353 2.851
C 0.306 -0.835 -1.221
C -1.029 -1.418 -1.649
O -1.629 -0.624 -2.680
C -1.109 -0.781 -3.922
O -0.194 -1.532 -4.229
O -1.760 0.061 -4.762
C -1.239 0.069 -6.089
H 0.194 0.216 -0.937
H 0.718 -1.391 -0.374
H 1.035 -0.867 -2.037
H -1.718 -1.406 -0.798
H -0.933 -2.462 -1.970
H -1.197 -0.943 -6.507
H -0.248 0.532 -6.095
H -1.907 0.670 -6.712
*
```


# 12
A structure of composition C10H17NO5Rb, computed with ωB97M-V with the def2-TZVPD basis set.

The HOMO-LUMO gap is 9.394 eV. Its strongest force on any atom is 2.85 eV/Å. The calculated total energy comes out at -846.03769 hartree.

ORCA input file:
```
! RIJCOSX wB97M-V def2-TZVPD def2/J DEFGRID3
* xyz 1 1
Rb -0.113 0.138 -0.540
O -1.276 -0.217 -3.111
C -0.769 -0.444 -4.220
O 1.209 0.996 -2.580
C 1.186 1.056 -3.809
O 2.022 1.800 -4.566
N 0.316 0.347 -4.680
C 1.594 1.730 -5.989
C 0.715 0.504 -6.091
H 2.482 1.685 -6.628
H 1.005 2.631 -6.212
H 1.302 -0.376 -6.403
H -0.154 0.633 -6.750
C -1.186 -1.506 -5.149
C -2.334 -2.187 -4.930
H -0.521 -1.751 -5.997
H -2.985 -1.930 -4.085
H -2.616 -2.998 -5.611
C 2.270 0.852 3.118
O 2.174 -0.353 2.365
C 0.804 -0.791 2.212
C -0.134 -1.623 3.144
O -1.367 -1.748 2.269
C -2.436 -0.943 2.782
H 3.334 0.861 3.320
H 1.645 0.736 4.016
H 1.921 1.715 2.527
H 0.161 0.188 2.116
H 0.814 -1.459 1.306
H 0.339 -2.617 3.227
H -0.286 -1.047 4.082
H -2.705 -1.400 3.741
H -2.164 0.120 2.935
H -3.233 -1.036 2.043
*
```